Density functional theory data (wB97M-V/def2-TZVPD) for 3 unconnected molecules or ions with the total composition C3H9O5 in a non-equilibrium geometry.

Net charge: -1
Energy above the lowest of the compared OMol25 structures with the same formula, charge and spin: 2.80 kcal per mole
E_tot: -13497.000 eV
Multiplicity: 1

Bonds (Å) are listed after each position.
Element x y z (Å)
1 O 0.74073 -1.71381 0.32116  C2 1.249
2 C 0.21907 -0.60176 0.54987  O1 1.249, O3 1.258, C4 1.542
3 O -0.75918 -0.31349 1.28688  C2 1.258
4 C 0.81473 0.63966 -0.14354  C2 1.542, C5 1.552, H7 1.092, H8 1.093
5 C -0.13645 1.10287 -1.27904  C4 1.552, O6 1.418, H9 1.091, H10 1.096
6 O -1.44360 1.40111 -0.81857  C5 1.418, H11 0.975
7 H 1.83381 0.63848 -0.53605  C4 1.092
8 H 0.84040 1.42188 0.61965  C4 1.093
9 H 0.29532 1.99245 -1.74090  C5 1.091
10 H -0.20476 0.27670 -1.99653  C5 1.096
11 H -1.58104 0.94234 0.03050  O6 0.975
12 H -0.97102 1.68894 2.02787  O14 0.970
13 H -1.30921 2.84160 1.08048  O14 0.958
14 O -1.13276 2.64462 2.00171  H12 0.970, H13 0.958
15 H 1.61627 -2.50106 -0.96009  O17 0.991
16 H 1.32923 -3.97517 -1.26980  O17 0.956
17 O 1.80265 -3.22006 -1.61607  H15 0.991, H16 0.956